40
Properties=species:S:1:pos:R:3:nbo_charge:R:1 method="wB97M-V/def2-TZVPD" e_homo_ha="0.023 / -0.063" de_lowest_ev=0.236 lumo_ev="2.90 / 3.05" orbital_gap_ev="2.29 / 4.75" total_charge=-1
C -0.25 -0.08 -3.92 -1.224
Pb -0.56 -2.01 -2.93 0.517
N -1.87 -2.36 -0.73 -1.099
H 0.92 -3.58 -3.00 -0.025
H -1.27 -2.07 0.05 0.394
H 0.30 -4.09 -2.82 -0.047
H -0.29 -0.37 -4.98 0.201
H 0.76 0.08 -3.57 0.211
H -0.90 0.68 -3.56 0.194
H -2.72 -1.80 -0.69 0.370
H -2.17 -3.31 -0.51 0.368
C 1.28 2.19 1.83 -0.537
N 1.49 1.28 0.70 -0.827
C 2.90 1.06 0.39 -0.402
P 0.33 0.21 0.14 2.419
O 0.79 -0.57 -1.08 -1.136
N -0.02 -0.96 1.34 -0.832
C -0.68 -0.66 2.63 -0.742
C 1.08 -1.93 1.52 -0.447
N -1.02 1.14 -0.11 -0.836
C -0.88 2.19 -1.14 -0.413
C -2.18 1.34 0.76 -0.619
H 2.09 2.95 1.81 0.192
H 1.32 1.68 2.80 0.179
H 0.32 2.72 1.74 0.204
H 3.37 0.38 1.11 0.170
H 3.00 0.64 -0.60 0.229
H 3.41 2.02 0.42 0.184
H -1.76 -0.61 2.52 0.194
H -0.46 -1.49 3.32 0.201
H -0.32 0.27 3.09 0.178
H 0.71 -2.76 2.14 0.200
H 1.41 -2.32 0.55 0.230
H 1.94 -1.48 2.03 0.173
H -1.76 2.84 -1.11 0.201
H 0.01 2.81 -0.97 0.192
H -0.82 1.74 -2.14 0.218
H -2.69 0.39 0.98 0.192
H -1.92 1.84 1.71 0.176
H -2.90 1.98 0.25 0.199

=====

22
Properties=species:S:1:pos:R:3:mulliken_spin:R:1 method="wB97M-V/def2-TZVPD" e_homo_ha="0.003 / -0.109" de_lowest_ev=0.000 s_squared=2.017 lumo_ev="3.48 / 3.36" orbital_gap_ev="3.39 / 6.33" spin_multiplicity=3 total_charge=-1
C -2.58 3.31 -1.98 -0.002
Pd 0.32 -0.57 -1.54 0.749
N 1.57 -2.14 -2.41 -0.010
H -1.26 -0.71 -1.48 0.188
H 2.51 -1.77 -2.46 0.006
H -1.86 3.84 -2.57 -0.006
H -2.99 3.88 -1.13 0.001
H -2.07 2.43 -1.52 0.011
H -3.36 2.90 -2.63 -0.005
H 1.58 -2.96 -1.82 -0.002
H 1.26 -2.42 -3.34 -0.011
C 0.86 -0.72 3.24 0.427
C 1.49 0.31 2.54 -0.092
C 1.23 0.49 1.17 0.180
N 0.39 -0.35 0.53 0.369
C -0.33 -1.26 1.21 0.184
C -0.07 -1.51 2.56 -0.063
H 1.08 -0.90 4.29 0.043
H 2.20 0.98 3.02 -0.019
H 1.70 1.30 0.62 0.049
H -1.09 -1.79 0.66 0.019
H -0.59 -2.33 3.04 -0.017

=====

13
Properties=species:S:1:pos:R:3:nbo_charge:R:1 method="wB97M-V/def2-TZVPD" e_homo_ha=-0.311 de_lowest_ev=5.822 lumo_ev=1.00 orbital_gap_ev=9.46 total_charge=0
C -1.71 -0.20 0.21 -0.528
N -0.80 1.27 0.35 -0.418
C -0.47 0.36 -0.60 -0.068
C 0.85 -0.40 -0.48 0.017
C 1.93 0.17 0.34 -0.099
O 1.12 -0.90 0.81 -0.487
H -1.43 -1.13 0.71 0.253
H -2.61 -0.20 -0.40 0.233
H -1.96 0.51 1.05 0.367
H -0.77 0.50 -1.66 0.166
H 1.13 -1.06 -1.31 0.184
H 2.97 -0.10 0.15 0.182
H 1.76 1.13 0.83 0.200

=====

86
Properties=species:S:1:pos:R:3:mulliken_charge:R:1 method="wB97M-V/def2-TZVPD" e_homo_ha=-0.348 lumo_ev=-0.30 orbital_gap_ev=9.18 total_charge=0
O 3.74 1.34 -0.58 -0.306
H 3.30 1.41 0.34 0.549
H 4.47 1.98 -0.66 0.461
H 3.06 1.49 -1.34 0.552
As 0.59 -1.00 -0.64 2.036
F -0.44 -1.09 0.76 -0.347
F 1.39 0.41 0.00 -0.262
F 1.56 -0.88 -2.10 -0.567
F -0.13 -2.42 -1.33 -0.533
F -0.63 0.02 -1.40 -0.323
F 1.74 -2.01 0.23 -0.655
C 4.67 2.05 3.01 -1.510
C 3.16 1.96 3.08 0.144
O 2.67 1.46 1.82 -0.511
H 5.10 1.08 2.74 0.334
H 5.12 2.31 3.97 0.402
H 5.03 2.82 2.32 0.337
H 2.69 2.92 3.31 0.214
H 2.91 1.18 3.80 0.226
H 1.77 1.12 2.01 0.127
C 5.45 -3.93 -1.87 -1.316
C 4.15 -3.46 -1.27 0.108
O 4.35 -2.53 -0.22 -0.579
H 5.28 -4.79 -2.52 0.354
H 6.18 -4.18 -1.09 0.318
H 5.97 -3.18 -2.48 0.310
H 3.64 -4.34 -0.85 0.195
H 3.49 -3.08 -2.06 0.196
H 3.44 -2.37 0.11 0.417
C 0.28 3.59 -3.07 -1.454
C 1.07 2.93 -1.93 0.263
O 1.92 1.88 -2.40 -0.686
H -0.55 4.19 -2.71 0.346
H -0.04 2.93 -3.87 0.355
H 0.99 4.29 -3.53 0.413
H 0.43 2.49 -1.17 0.041
H 1.59 3.77 -1.46 0.379
H 1.38 1.07 -2.40 0.262
C -2.69 -3.01 -4.76 -1.231
C -3.17 -1.78 -3.99 0.369
O -4.33 -2.12 -3.23 -0.469
H -1.62 -3.01 -4.98 0.337
H -3.28 -3.21 -5.66 0.353
H -2.79 -3.89 -4.11 0.326
H -3.30 -0.91 -4.63 0.275
H -2.36 -1.59 -3.28 -0.221
H -5.07 -2.15 -3.85 0.284
C -4.25 0.74 0.81 -1.013
C -4.45 -0.01 -0.50 -0.266
O -3.27 -0.73 -0.83 -0.321
H -4.12 0.03 1.63 0.339
H -5.18 1.29 1.00 0.419
H -3.41 1.42 0.71 0.105
H -4.69 0.69 -1.31 0.168
H -5.31 -0.68 -0.46 0.380
H -2.83 -0.23 -1.51 0.000
C 0.95 -5.05 2.12 -0.939
C 0.83 -3.87 3.08 -0.141
O -0.46 -3.27 2.90 -0.543
H 0.72 -4.77 1.09 0.198
H 0.23 -5.82 2.40 0.344
H 1.99 -5.39 2.15 0.316
H 1.62 -3.14 2.87 0.138
H 0.94 -4.18 4.12 0.373
H -0.34 -2.54 2.28 0.195
C -3.00 3.01 -2.65 -0.328
C -3.96 3.86 -1.81 -0.349
O -3.47 5.18 -1.61 -0.552
H -3.63 2.20 -3.04 0.315
H -2.20 2.58 -2.06 -0.286
H -2.65 3.65 -3.46 0.420
H -4.14 3.36 -0.85 0.173
H -4.93 3.87 -2.32 0.303
H -3.16 5.25 -0.71 0.322
C -0.40 2.24 4.75 -1.248
C -0.35 0.88 4.10 0.862
C -1.65 0.10 4.25 -1.361
O -0.10 1.06 2.70 -0.331
H -0.99 2.93 4.14 0.257
H 0.62 2.63 4.77 0.258
H -0.79 2.25 5.77 0.383
H 0.51 0.28 4.44 0.137
H -2.39 0.65 3.67 0.298
H -2.09 0.03 5.25 0.420
H -1.62 -0.93 3.91 0.239
H -0.78 0.68 2.13 0.002